# 1
This record from OMol25 describes a molecular structure, C22H25F5IrN4S at a distorted geometry. The level of theory is the ωB97M-V functional and the def2-TZVPD basis.

Kohn-Sham gap (spin up / spin down) = 6.389 / 5.966 eV
lowest unoccupied orbital energy (spin up / spin down) = -8.0 / -8.6 eV
⟨S²⟩ = 0.7621
ΔE to the lowest compared entry with this formula, charge and spin = 5.8 kcal/mol

ORCA input file:
```
! wB97M-V def2-TZVPD RIJCOSX def2/J DEFGRID3
* xyz 2 2
Ir -0.10373 1.37517 0.15661
C -1.47511 3.86438 -0.44214
N -1.89101 2.43936 -0.33149
C -2.96041 2.26234 0.66822
C -2.29504 1.90412 -1.66130
C -1.09599 1.64870 -2.48636
C -1.16092 1.49260 -3.86439
C -0.00460 1.21004 -4.57963
C 1.22302 1.09087 -3.92382
C 1.28850 1.25420 -2.55102
C 0.11812 1.51038 -1.82586
H -2.32143 4.46407 -0.78288
H -0.66898 3.96393 -1.16338
H -1.15226 4.23706 0.52799
H -3.83241 2.86005 0.39553
H -2.61057 2.58416 1.64715
H -3.25572 1.22063 0.71383
H -2.97214 2.59934 -2.16401
H -2.84527 0.97437 -1.50497
H -2.11145 1.59851 -4.37430
H -0.05335 1.10204 -5.65530
H 2.12675 0.89078 -4.48400
H 2.25176 1.20020 -2.05229
F 5.43317 -0.63247 3.15708
C 4.30625 0.01864 2.96660
C 3.71917 0.01619 1.70721
F 4.29137 -0.63076 0.69985
C 2.53231 0.67987 1.53814
F 1.90376 0.64510 0.30294
C 1.90425 1.37137 2.55949
S 0.43174 2.22020 2.26598
C 2.51272 1.36856 3.81147
F 1.93729 2.01393 4.81235
C 3.70076 0.68986 4.02046
F 4.25708 0.67053 5.21261
C 0.95008 -3.86659 -1.06162
C 1.00938 -2.57530 -1.84240
N 0.60045 -1.47473 -0.96525
C -0.29442 -1.57429 0.02843
N -0.71486 -0.44438 0.66201
C -1.67285 -0.54413 1.77987
C -1.51696 -1.86290 2.50198
C -1.65798 -2.98399 1.50514
N -0.73845 -2.78462 0.38101
C -0.41379 -3.97901 -0.41838
H 1.73009 -3.87644 -0.29825
H 1.11087 -4.71400 -1.72517
H 0.34360 -2.61917 -2.70769
H 2.01547 -2.37009 -2.20095
H 0.87044 -0.54741 -1.23237
H -2.69243 -0.44887 1.39715
H -1.50205 0.28709 2.45531
H -2.28081 -1.94991 3.27314
H -0.53697 -1.90830 2.98247
H -2.68512 -3.04524 1.13626
H -1.41610 -3.93678 1.97143
H -1.18291 -4.11833 -1.18276
H -0.45232 -4.84094 0.24428
*
```

# 2
This record from OMol25 describes 13 unconnected molecules or ions with the total composition C29H68B2F26N7O11P2 at a distorted geometry. The level of theory is the ωB97M-V functional and the def2-TZVPD basis.

Kohn-Sham gap = 2.403 eV
lowest unoccupied orbital energy = -4.0 eV

ORCA input file:
```
! wB97M-V def2-TZVPD RIJCOSX def2/J DEFGRID3
* xyz 1 1
C 2.99008 0.59393 -4.40655
C 4.21817 0.10715 -3.66014
O 5.31239 -0.03812 -4.15461
N 4.01751 0.12706 -2.10080
H 4.62662 0.78244 -1.63222
H 3.14680 0.57621 -1.85538
C 4.06977 -1.26330 -1.52876
H 2.08166 0.12590 -4.02729
H 3.02122 0.72507 -5.48818
H 2.86600 1.65185 -4.17527
H 3.16998 -1.75274 -1.90147
H 3.92263 -1.25932 -0.44875
H 5.01633 -1.76964 -1.71787
C -0.11387 -3.21332 -4.65436
C 0.23911 -4.12502 -3.51614
O 1.31508 -4.21061 -2.94908
N -0.89658 -5.11206 -3.11936
H -1.64532 -5.10527 -3.79719
H -0.47722 -6.02951 -3.16955
C -1.53375 -4.90826 -1.70795
H -1.05944 -3.26372 -5.19421
H 0.61744 -3.45454 -5.42579
H 0.07119 -2.14623 -4.53112
H -0.77559 -5.23680 -0.99708
H -2.40797 -5.55923 -1.69845
H -1.80448 -3.88463 -1.44912
C 2.55892 5.73794 2.07980
C 2.69806 4.60430 0.97339
O 3.15685 4.81092 -0.14355
N 2.63742 3.17060 1.50013
H 1.87615 3.05729 2.15415
H 2.33581 2.64688 0.69090
C 4.01665 2.61400 2.06337
H 1.60052 5.87966 2.57930
H 2.56138 6.63606 1.46217
H 3.28027 5.62411 2.88898
H 4.87504 2.82881 1.42687
H 4.00416 1.53158 2.19109
H 4.25908 2.93659 3.07591
C -0.94661 4.90714 -0.37201
C -0.89615 4.34389 -1.77225
O -1.87108 4.07902 -2.49330
N 0.51419 4.08527 -2.27250
H 1.04640 4.86917 -1.92269
H 0.98004 3.29612 -1.84785
C 0.67334 4.11235 -3.84338
H -0.40000 4.25966 0.31362
H -1.98855 4.99911 -0.06541
H -0.59401 5.93801 -0.40493
H 0.03607 3.40492 -4.37396
H 1.70332 3.92013 -4.14388
H 0.37495 5.09575 -4.20669
C -3.71215 -2.80670 5.82480
C -3.12635 -1.82097 4.84061
O -3.42900 -0.66301 4.67181
N -1.82955 -2.30161 4.14601
H -1.60263 -3.19047 4.56853
H -2.05892 -2.56028 3.19702
C -0.64534 -1.33788 4.34865
H -3.68759 -3.86506 5.56525
H -4.76496 -2.54273 5.92487
H -3.31475 -2.63394 6.82496
H 0.14809 -1.96029 3.93491
H -0.64904 -1.15890 5.42386
H -0.85404 -0.48092 3.70821
C -2.75358 -1.15823 -4.58503
C -3.79361 -0.08948 -4.15405
O -4.47892 -0.16158 -3.15815
N -4.06898 1.00442 -5.17646
H -3.72161 0.77343 -6.09629
H -5.06152 0.98608 -5.36253
C -3.59735 2.34274 -4.60396
H -2.85411 -1.48273 -5.62074
H -2.62622 -2.13298 -4.11410
H -1.74074 -0.78513 -4.43316
H -4.18568 2.58697 -3.71947
H -3.75517 3.12710 -5.34421
H -2.51240 2.33486 -4.49941
C 3.08185 -5.41648 3.43240
C 3.83036 -5.23581 4.73503
O 5.03154 -5.26297 4.76880
N 2.96891 -5.01746 6.01701
H 2.00342 -4.82649 5.79014
H 2.96965 -5.91155 6.48678
C 3.58400 -3.90666 6.86700
H 3.76138 -5.90410 2.73343
H 2.76007 -4.39537 3.22772
H 2.21059 -6.07025 3.47210
H 3.27816 -2.94682 6.45074
H 4.59842 -4.19650 7.14091
H 3.06919 -4.06616 7.81443
C -5.92420 2.82371 -0.26857
O -5.11949 1.65665 0.26887
O -7.27374 2.35285 -0.34023
C -5.59834 4.06668 0.62383
F -5.47732 3.70480 1.90846
F -4.45431 4.63417 0.19909
F -6.53251 4.94865 0.66169
C -3.68690 1.68531 0.08379
C -3.19833 0.98938 1.34055
H -3.88394 0.21856 1.69251
H -2.21960 0.57370 1.10098
H -3.12816 1.62746 2.22147
H -3.23134 2.65718 -0.10603
H -3.41543 1.07754 -0.77935
H -5.48116 2.95791 -1.25537
C 0.49736 0.72023 -0.65620
O 1.34377 -0.43608 -0.46018
O 1.41471 1.76220 -0.92931
C -0.53697 0.30791 -1.75846
F -1.42053 -0.58120 -1.31302
F -1.22336 1.39234 -2.11400
F 0.09619 -0.18579 -2.82048
C 0.87001 -1.46400 0.47862
C 1.93449 -2.56335 0.65001
H 2.81445 -2.02600 1.00364
H 1.62834 -3.33798 1.35309
H 2.25571 -3.00049 -0.29542
H 0.03996 -1.93652 -0.04657
H 0.52525 -1.05498 1.42833
H -0.09387 0.95479 0.22897
P 3.44571 -0.23226 4.67227
F 3.25936 0.60801 6.05644
F 2.36310 0.77087 4.07852
F 4.65469 0.75353 4.07130
F 3.51731 -1.17007 3.37262
F 4.45200 -1.18090 5.43493
F 2.19968 -1.20087 5.11636
P 0.14622 1.64879 -6.78411
F 1.17097 0.34383 -7.01127
F 1.43012 2.61735 -6.41026
F 0.16826 2.17292 -8.27767
F -0.83113 2.87603 -6.46253
F -1.04870 0.71368 -7.34593
F -0.00736 1.25181 -5.21314
B 0.00125 3.42290 3.54467
F -0.66774 2.64712 4.41822
F 0.15181 2.76682 2.38449
F -0.58669 4.66672 3.26395
F 1.23916 3.65139 4.09519
B -2.76214 -4.06656 1.53020
F -3.67899 -4.23340 0.55888
F -1.74081 -4.95652 1.26538
F -2.14635 -2.79380 1.51023
F -3.20186 -4.21568 2.75157
*
```

# 3
This record from OMol25 describes a molecular structure, C14H30F12MgN2O13S4 at a distorted geometry. The level of theory is the ωB97M-V functional and the def2-TZVPD basis.

Kohn-Sham gap (spin up / spin down) = 5.921 / 8.075 eV
lowest unoccupied orbital energy (spin up / spin down) = 1.8 / 1.1 eV
⟨S²⟩ = 0.7503

ORCA input file:
```
! wB97M-V def2-TZVPD RIJCOSX def2/J DEFGRID3
* xyz -1 2
Mg -0.70932 -3.13034 -0.61535
C 1.37883 -1.97754 3.28342
F 0.72758 -2.68877 2.34491
F 1.75849 -2.86660 4.11223
F 2.44285 -1.34562 2.84546
S 0.16702 -0.79907 4.25788
O -0.70150 -0.14978 3.24665
O -0.53513 -1.67460 5.20445
N 1.27121 0.27944 5.14889
S 1.44032 1.54400 4.10948
O 2.54118 2.39856 4.52647
O 1.52701 1.25043 2.68773
C -0.20810 2.63097 4.38834
F -0.71359 2.91169 3.20213
F -1.06359 1.99832 5.12865
F 0.06335 3.76510 5.02061
C -0.67666 1.02329 -0.28703
F -1.23156 1.38420 0.85187
F -0.62696 2.05426 -1.16826
F 0.53208 0.65499 -0.08476
S -1.72466 -0.35084 -1.20122
O -3.04466 0.26523 -1.44915
O -0.96468 -0.62408 -2.39826
N -1.69060 -1.68425 -0.08990
S -2.89191 -1.45390 0.87757
O -2.70701 -2.27667 2.09349
O -3.31167 -0.05908 1.11267
C -4.27951 -2.13794 -0.34904
F -3.67919 -2.50007 -1.46899
F -4.82886 -3.16298 0.28712
F -5.15576 -1.15245 -0.60762
C -2.00882 -5.42277 5.10273
C -1.47690 -5.13505 3.79068
O -1.30172 -6.38305 3.10193
H -1.19069 -5.92543 5.61858
H -2.95890 -5.95552 5.14282
H -2.23146 -4.44559 5.53127
H -0.57980 -4.51595 3.78723
H -2.25417 -4.59893 3.24613
H -0.39484 -6.67738 3.21389
C -0.51483 5.44006 -1.62555
C -1.08850 6.18935 -2.83641
O -2.38500 6.73898 -2.66023
H 0.49873 5.04077 -1.58861
H -1.10681 4.59872 -1.26522
H -0.39286 6.10703 -0.77210
H -1.28047 5.57125 -3.71346
H -0.47610 7.02920 -3.16459
H -3.02289 6.02621 -2.57882
C 4.16599 1.25357 0.29096
C 4.00434 -0.07743 -0.45325
O 4.37576 -1.14145 0.43276
H 4.17245 1.15181 1.37618
H 3.32315 1.92338 0.12046
H 4.96244 1.93703 -0.00338
H 4.66939 -0.00970 -1.31419
H 2.99192 -0.17767 -0.84450
H 5.06447 -0.77880 0.99471
C 0.49830 -3.21790 -4.39596
C -0.28478 -4.11923 -3.36196
O -1.12356 -3.30931 -2.57102
H 1.31736 -2.70946 -3.88729
H -0.13248 -2.48133 -4.89362
H 0.91211 -3.83656 -5.19228
H 0.34169 -4.72786 -2.70987
H -0.89587 -4.82001 -3.93079
H -1.62104 -2.82654 -3.23513
C 1.01511 2.66613 -4.33017
C 1.70317 4.07691 -4.23212
O 2.73571 4.18195 -5.18943
H 0.72451 2.51754 -5.37016
H 0.13357 2.59457 -3.69308
H 1.74728 1.90368 -4.06427
H 2.17716 4.12398 -3.25170
H 1.12275 4.97982 -4.42181
H 2.96015 5.11512 -5.20980
*
```

no.,electronic energy (a.u.)
1,-2073.591345
2,-5685.923526
3,-4630.158971